[1]
129
Properties=species:S:1:pos:R:3:mulliken_charge:R:1 method="wB97M-V/def2-TZVPD" mol_weight_g_mol=852.88 total_energy_ha=-3505.6717 e_lumo_ev=-3.7 charge=+1 relative_energy_ev=1.750 homo_lumo_gap_ev=6.70
Na -0.544 1.104 -2.740 0.111
Na -1.551 2.818 1.247 0.678
Na 1.891 0.072 1.807 0.410
Na 1.197 4.203 0.125 0.884
P 0.558 1.475 -0.135 -0.753
O -0.217 2.593 -0.866 -0.530
O 1.714 2.074 0.712 -0.963
O 1.016 0.317 -1.061 0.151
O -0.288 0.921 1.057 -0.320
C -6.304 3.853 -3.277 -0.756
O -5.422 2.781 -3.433 -0.384
C -4.669 2.481 -2.239 -0.178
C -3.484 3.414 -1.920 -0.201
N -2.282 3.052 -2.619 0.648
C -2.212 3.663 -3.931 -0.829
C -0.725 3.644 -4.458 -0.801
O -0.267 2.355 -4.841 -0.119
C 1.073 2.353 -5.371 -0.837
H -5.707 4.760 -3.187 0.294
H -6.947 3.839 -2.398 0.317
H -7.055 3.945 -4.062 0.298
H -4.327 1.447 -2.216 -0.438
H -5.353 2.422 -1.392 0.582
H -3.315 3.245 -0.857 -0.414
H -3.843 4.433 -2.068 0.548
H -1.501 3.264 -2.014 0.072
H -2.647 4.662 -3.899 0.452
H -2.837 3.094 -4.619 0.273
H -0.067 4.161 -3.759 0.349
H -0.679 4.234 -5.374 0.560
H 1.793 2.320 -4.553 0.165
H 1.312 3.308 -5.838 0.474
H 1.271 1.644 -6.175 0.292
C 5.921 0.470 -3.156 -0.845
O 4.859 -0.481 -3.202 -0.395
C 3.562 0.035 -3.230 -0.481
C 2.665 -1.097 -3.716 -1.028
N 1.250 -0.791 -3.438 0.636
C 0.356 -1.882 -3.717 -0.261
C -0.841 -1.387 -4.548 -1.096
O -1.860 -0.804 -3.756 0.185
C -3.052 -0.464 -4.446 -0.786
H 6.886 0.022 -2.919 0.320
H 5.800 1.237 -2.391 0.288
H 5.990 1.080 -4.057 0.331
H 3.431 0.761 -4.033 0.725
H 3.254 0.480 -2.284 0.008
H 3.010 -2.053 -3.323 0.434
H 2.747 -1.074 -4.802 0.414
H 1.215 -0.484 -2.476 0.112
H 0.042 -2.332 -2.776 -0.160
H 0.814 -2.634 -4.360 0.547
H -1.197 -2.306 -5.013 0.607
H -0.490 -0.850 -5.430 0.336
H -2.932 0.354 -5.156 0.258
H -3.742 -0.071 -3.700 0.094
H -3.454 -1.342 -4.951 0.363
C -0.226 -3.660 6.498 -0.759
O -0.488 -2.463 5.770 -0.388
C -0.105 -2.565 4.410 -1.383
C -0.736 -1.371 3.664 0.652
N 0.143 -0.233 3.533 0.976
C 0.288 0.466 4.768 -0.788
C 1.144 1.800 4.570 -0.670
O 2.515 1.467 4.278 -0.205
C 3.403 2.585 4.079 -0.922
H 0.855 -3.789 6.542 0.295
H -0.746 -4.481 6.004 0.305
H -0.604 -3.650 7.521 0.266
H -0.442 -3.521 4.009 0.820
H 0.978 -2.636 4.305 0.519
H -1.741 -1.287 4.076 0.445
H -0.866 -1.781 2.662 -0.796
H -0.365 0.295 2.838 -0.575
H 0.759 -0.159 5.526 0.465
H -0.676 0.682 5.229 0.403
H 1.048 2.474 5.421 0.640
H 0.813 2.325 3.674 -0.005
H 4.423 2.273 4.301 0.259
H 3.210 3.345 4.837 0.441
H 3.330 3.062 3.102 0.223
C 2.858 -6.144 1.310 -0.775
O 2.929 -4.946 0.591 -0.403
C 1.775 -4.075 0.794 -1.188
C 1.584 -2.923 -0.222 0.163
N 2.309 -1.747 0.270 0.554
C 3.729 -1.888 -0.011 -0.676
C 4.515 -0.752 0.519 -0.827
O 4.367 -0.759 1.926 -0.191
C 5.295 0.033 2.582 -1.014
H 1.958 -6.646 0.954 0.337
H 2.957 -6.002 2.386 0.265
H 3.698 -6.710 0.907 0.283
H 1.657 -3.731 1.822 0.350
H 0.857 -4.662 0.757 0.677
H 0.522 -2.678 -0.235 -0.402
H 1.810 -3.114 -1.271 0.332
H 1.960 -0.916 -0.184 -0.169
H 3.759 -1.867 -1.100 0.146
H 4.133 -2.851 0.305 0.676
H 4.116 0.211 0.201 0.157
H 5.526 -0.817 0.115 0.768
H 5.070 0.107 3.646 0.200
H 5.463 1.058 2.251 0.322
H 6.238 -0.503 2.470 0.452
C -2.318 -3.787 1.359 -0.245
O -2.954 -2.573 1.079 -0.444
C -2.362 -1.801 0.036 0.727
C -3.132 -0.525 -0.242 -0.966
N -2.979 0.574 0.766 0.685
C -3.601 0.239 2.040 -0.376
C -3.800 1.516 2.968 -1.174
O -2.491 1.958 3.317 0.141
C -2.462 3.091 4.189 -1.045
H -2.510 -4.573 0.628 0.336
H -2.656 -4.165 2.324 0.321
H -1.249 -3.678 1.543 -0.313
H -2.354 -2.370 -0.893 0.875
H -1.311 -1.569 0.209 -0.731
H -4.195 -0.746 -0.338 0.757
H -2.836 -0.108 -1.205 -0.566
H -1.979 0.584 0.906 -0.323
H -2.956 -0.483 2.540 -0.014
H -4.520 -0.316 1.850 0.628
H -4.344 1.170 3.847 0.495
H -4.399 2.311 2.523 0.408
H -2.767 2.732 5.172 0.267
H -3.195 3.854 3.926 0.387
H -1.444 3.468 4.287 0.275


[2]
122
Properties=species:S:1:pos:R:3:mulliken_charge:R:1 method="wB97M-V/def2-TZVPD" mol_weight_g_mol=770.67 total_energy_ha=-4742.5544 e_lumo_ev=-0.2 relative_energy_ev=2.960 homo_lumo_gap_ev=7.98
Na 9.225 -15.109 18.128 0.669
Na 13.293 -16.137 17.972 0.359
B 11.128 -15.823 16.881 0.967
H 10.938 -16.381 17.785 -0.197
H 10.336 -15.863 16.150 -0.124
H 11.322 -14.783 17.093 -0.476
H 11.992 -16.201 16.357 -0.384
As 12.203 -15.179 21.641 2.130
F 13.272 -15.618 20.212 -0.579
F 13.609 -15.437 22.708 -0.460
F 11.044 -14.824 22.952 -0.528
F 10.848 -15.047 20.463 -0.443
F 11.812 -16.930 21.798 -0.520
F 12.556 -13.398 21.494 -0.433
C 14.327 -12.867 18.434 -1.291
C 15.595 -13.598 18.009 -0.620
N 15.354 -14.794 17.118 0.467
C 16.732 -15.428 16.825 -0.656
C 17.311 -16.106 18.032 -0.540
C 14.776 -14.247 15.871 -0.342
C 14.571 -15.339 14.814 -1.496
H 13.768 -13.582 19.038 0.081
H 13.805 -12.346 17.631 0.459
H 14.526 -11.943 18.976 0.642
H 16.210 -12.958 17.376 0.454
H 16.194 -13.773 18.903 -0.022
H 16.691 -16.099 15.967 0.406
H 17.397 -14.645 16.461 0.409
H 18.310 -16.484 17.813 0.524
H 17.429 -15.441 18.887 -0.355
H 16.656 -16.867 18.457 0.146
H 15.313 -13.391 15.464 0.389
H 13.773 -13.953 16.180 0.253
H 13.901 -15.096 13.989 0.381
H 14.263 -16.297 15.235 0.288
H 15.456 -15.658 14.264 0.431
C 9.009 -12.434 16.454 -1.065
C 8.085 -12.199 17.625 -0.590
N 8.747 -12.699 18.814 0.512
C 10.090 -12.155 19.165 0.267
C 10.232 -10.672 19.195 -1.508
C 7.814 -12.556 19.941 -0.919
C 8.327 -13.095 21.358 -0.462
H 9.946 -11.884 16.367 0.220
H 8.405 -12.038 15.639 0.435
H 9.355 -13.463 16.350 0.247
H 7.913 -11.124 17.670 0.420
H 7.197 -12.755 17.323 0.407
H 10.451 -12.511 20.130 -0.330
H 10.838 -12.635 18.534 0.078
H 11.289 -10.435 19.317 0.410
H 10.087 -10.225 18.211 0.318
H 9.613 -10.261 19.993 0.325
H 6.948 -13.179 19.717 0.445
H 7.444 -11.546 20.117 0.333
H 9.105 -12.456 21.775 -0.256
H 8.625 -14.141 21.283 0.157
H 7.599 -13.010 22.165 0.522
C 18.108 -16.645 23.854 -1.413
C 17.321 -16.071 22.656 0.235
N 17.915 -14.805 22.320 0.455
C 17.006 -13.835 21.749 0.173
C 15.906 -13.417 22.808 -1.295
C 19.041 -14.964 21.441 -0.219
C 20.064 -13.905 21.848 -1.398
H 17.531 -17.500 24.207 0.373
H 18.212 -15.908 24.649 0.346
H 19.008 -17.152 23.505 0.332
H 17.094 -16.737 21.823 0.423
H 16.274 -15.952 22.934 -0.681
H 17.572 -12.944 21.474 0.647
H 16.432 -14.237 20.915 -0.370
H 15.702 -14.178 23.560 0.294
H 16.197 -12.590 23.456 0.396
H 14.915 -13.199 22.410 0.079
H 18.700 -14.763 20.426 -0.085
H 19.400 -15.990 21.528 0.665
H 19.747 -13.145 22.561 0.347
H 20.682 -13.559 21.020 0.353
H 20.691 -14.590 22.419 0.364
C 14.849 -18.468 23.743 -0.879
C 14.119 -19.537 23.001 -0.558
N 14.909 -20.350 22.034 0.203
C 14.149 -21.531 21.708 -0.429
C 14.403 -22.631 22.816 -1.175
C 15.268 -19.530 20.896 0.945
C 16.293 -20.265 20.024 -1.430
H 15.762 -18.958 24.083 0.414
H 14.351 -18.195 24.673 0.432
H 15.120 -17.626 23.106 -0.477
H 13.728 -20.210 23.763 0.455
H 13.161 -19.184 22.620 0.306
H 13.081 -21.358 21.576 0.321
H 14.479 -22.031 20.798 0.350
H 14.027 -22.263 23.771 0.298
H 13.766 -23.409 22.393 0.405
H 15.432 -22.954 22.968 0.265
H 15.815 -18.679 21.303 -0.676
H 14.428 -19.230 20.269 0.146
H 17.175 -20.610 20.562 0.358
H 16.728 -19.609 19.269 0.331
H 15.810 -21.124 19.558 0.372
C 9.455 -16.285 24.925 -0.842
C 8.594 -15.052 25.161 0.942
O 7.630 -14.820 24.397 -0.597
C 8.894 -14.221 26.343 -1.151
H 10.469 -15.907 24.796 -0.007
H 9.089 -16.902 24.105 0.293
H 9.530 -17.059 25.690 0.464
H 8.284 -13.318 26.335 0.315
H 9.886 -13.802 26.174 0.262
H 8.683 -14.703 27.298 0.364
C 10.665 -11.298 23.983 -0.942
C 11.403 -10.294 23.245 0.791
O 10.887 -9.396 22.720 -0.565
C 12.947 -10.532 23.259 -0.953
H 11.164 -12.265 24.044 0.048
H 9.648 -11.559 23.692 0.329
H 10.646 -10.903 24.999 0.475
H 13.289 -9.497 23.232 0.418
H 13.408 -11.137 22.479 0.063
H 13.183 -11.044 24.192 0.340